# C57H75MoN5O4P2Sb2

A structure of composition C57H75MoN5O4P2Sb2 in a non-equilibrium geometry (ωB97M-V/def2-TZVPD, the Open Molecules 2025 dataset).

Geometry as XYZ:
```
146
Properties=species:S:1:pos:R:3:forces:R:3
Mo -0.092 0.633 -0.873 2.57 -1.74 -3.18
C 1.519 4.168 4.028 -0.32 -0.13 -0.42
C 0.506 4.348 2.904 0.07 0.64 0.68
C -0.216 5.692 3.033 0.09 -0.53 -0.16
O 1.123 4.303 1.604 0.00 -0.08 -0.27
C 0.681 3.196 0.861 -0.18 -0.17 -0.10
C -0.690 2.930 1.616 0.02 0.35 -0.51
O -0.395 3.255 2.939 0.03 -0.05 0.04
C -1.578 1.637 1.539 -0.60 1.21 2.03
O -1.239 0.979 0.369 -2.14 0.63 1.52
C -3.050 2.045 1.496 -0.10 -0.19 -0.44
C -3.540 3.100 2.257 0.15 -0.10 -0.12
C -4.884 3.423 2.204 -0.03 0.04 0.05
C -5.752 2.697 1.402 -0.05 -0.06 -0.05
C -5.274 1.631 0.657 -0.03 -0.04 0.03
C -3.930 1.300 0.715 0.22 -0.08 0.07
C -1.366 0.757 2.771 0.05 -0.19 -0.17
C -2.413 0.323 3.577 0.00 0.00 -0.08
C -2.147 -0.377 4.744 -0.02 0.02 0.16
C -0.842 -0.655 5.121 -0.14 0.07 0.00
C 0.200 -0.245 4.307 0.11 0.10 -0.06
C -0.065 0.454 3.143 -0.04 -0.04 0.08
C 1.876 2.177 0.598 0.43 1.62 0.24
O 1.375 0.921 0.262 0.34 -0.64 0.48
C 2.917 2.193 1.727 -0.17 -0.38 0.07
C 3.714 3.324 1.903 0.06 -0.06 0.15
C 4.676 3.357 2.895 -0.03 0.07 -0.10
C 4.860 2.271 3.732 -0.02 -0.05 0.06
C 4.096 1.136 3.540 0.12 -0.04 0.12
C 3.151 1.089 2.529 -0.11 -0.03 -0.10
C 2.729 2.651 -0.585 0.18 0.12 -0.19
C 2.783 3.957 -1.058 -0.25 -0.33 0.14
C 3.642 4.287 -2.095 0.17 0.06 -0.25
C 4.448 3.324 -2.677 0.07 0.19 0.07
C 4.429 2.028 -2.181 0.03 -0.08 0.09
C 3.587 1.700 -1.136 0.06 0.10 0.09
H 2.319 4.891 3.913 0.08 0.12 0.06
H 1.933 3.165 4.007 0.07 -0.09 0.01
H 1.022 4.321 4.980 -0.06 0.06 0.13
H 0.508 6.499 2.960 0.05 0.07 0.00
H -0.705 5.737 4.001 -0.06 0.07 0.09
H -0.957 5.816 2.246 -0.06 0.01 -0.07
H 0.399 3.557 -0.145 0.01 -0.04 0.17
H -1.316 3.742 1.189 0.16 -0.31 0.01
H -2.875 3.651 2.905 0.08 0.11 0.08
H -5.258 4.242 2.798 -0.04 0.08 0.06
H -6.800 2.951 1.370 -0.10 0.06 0.00
H -5.945 1.057 0.032 -0.01 -0.03 0.02
H -3.549 0.459 0.143 -0.12 0.05 0.03
H -3.438 0.541 3.319 -0.04 0.01 0.01
H -2.971 -0.690 5.369 -0.03 -0.04 0.04
H -0.646 -1.187 6.040 0.03 -0.03 0.06
H 1.225 -0.440 4.588 0.12 -0.04 0.05
H 0.736 0.817 2.529 0.14 -0.04 0.01
H 3.583 4.192 1.278 0.02 0.02 0.01
H 5.280 4.242 3.015 0.08 0.12 0.03
H 5.600 2.307 4.516 0.08 -0.01 0.09
H 4.236 0.277 4.176 0.06 -0.14 0.08
H 2.600 0.176 2.360 -0.11 0.01 0.03
H 2.189 4.732 -0.598 -0.11 0.13 0.07
H 3.695 5.311 -2.433 0.00 0.14 -0.07
H 5.105 3.589 -3.490 0.15 0.05 -0.07
H 5.097 1.285 -2.591 0.09 -0.10 -0.03
H 3.596 0.705 -0.708 0.02 -0.07 -0.07
C -1.810 1.884 -4.234 0.27 -0.22 0.16
P -2.023 1.304 -2.488 -1.38 1.03 -1.00
C -2.435 2.960 -1.790 0.09 -0.20 0.21
C -3.648 0.486 -2.674 0.17 -0.14 0.20
C -4.805 1.248 -2.797 0.12 0.02 -0.03
C -6.037 0.638 -2.940 -0.02 0.01 0.00
C -6.124 -0.743 -2.926 -0.02 0.04 -0.01
C -4.977 -1.511 -2.808 0.04 -0.03 -0.01
C -3.723 -0.913 -2.722 0.22 0.06 0.35
P -2.152 -1.870 -2.617 -0.31 -0.45 -0.75
C -2.756 -3.573 -2.997 0.08 0.25 0.19
C -1.508 -1.538 -4.337 0.00 0.08 0.34
H -2.638 2.559 -4.458 0.03 -0.06 0.06
H -1.850 1.061 -4.940 0.07 -0.03 -0.01
H -0.873 2.424 -4.355 0.02 0.04 -0.07
H -3.091 3.535 -2.442 0.09 -0.07 -0.04
H -1.497 3.508 -1.679 0.01 0.11 0.02
H -2.902 2.863 -0.809 0.09 0.05 -0.12
H -4.753 2.325 -2.778 -0.04 0.10 0.03
H -6.923 1.244 -3.040 -0.13 0.05 -0.02
H -7.087 -1.221 -3.015 -0.09 -0.08 0.03
H -5.078 -2.583 -2.767 0.02 -0.12 -0.10
H -3.382 -3.565 -3.887 -0.07 -0.08 -0.02
H -3.301 -3.985 -2.152 -0.10 -0.11 0.05
H -1.894 -4.211 -3.188 0.05 -0.03 0.02
H -2.326 -1.292 -5.013 0.07 -0.01 -0.05
H -1.016 -2.440 -4.699 0.06 -0.01 -0.04
H -0.782 -0.725 -4.312 0.00 0.01 -0.15
C -3.006 -2.688 0.557 0.30 0.12 -0.14
Sb -0.891 -2.228 0.756 -0.57 -0.55 0.24
C -0.958 -2.980 2.779 0.20 0.10 -0.31
C -0.066 -4.070 -0.199 -0.14 0.72 0.07
C -0.024 -5.181 0.769 0.08 -0.47 0.26
C -1.094 -6.074 0.810 0.07 0.03 -0.11
C -1.130 -7.125 1.705 -0.01 0.00 0.11
C -0.096 -7.271 2.615 -0.07 -0.03 0.00
C 0.966 -6.387 2.590 -0.08 0.00 -0.01
C 1.045 -5.353 1.662 -0.30 -0.22 -0.04
C 2.330 -4.599 1.589 0.08 0.42 -0.04
Sb 2.434 -2.410 1.441 0.95 -0.62 0.03
C 3.611 -2.473 -0.405 -0.34 0.18 0.29
C 4.210 -2.319 2.690 -0.41 0.09 -0.17
H -3.525 -2.273 1.416 -0.01 0.07 0.13
H -3.138 -3.766 0.560 -0.01 -0.14 0.01
H -3.437 -2.264 -0.346 -0.10 0.01 -0.02
H -1.209 -4.035 2.733 -0.02 -0.13 -0.09
H -1.736 -2.456 3.325 0.02 0.13 -0.09
H -0.007 -2.852 3.285 0.01 -0.01 0.05
H 0.928 -3.824 -0.562 0.12 0.04 -0.22
H -0.723 -4.300 -1.035 -0.01 0.04 -0.13
H -1.892 -5.963 0.088 -0.11 0.04 -0.05
H -1.952 -7.824 1.686 -0.07 -0.05 0.03
H -0.101 -8.086 3.319 -0.02 -0.09 0.13
H 1.778 -6.520 3.289 0.12 -0.04 0.07
H 2.895 -4.965 0.730 0.15 0.08 -0.02
H 2.908 -4.829 2.482 0.14 -0.02 -0.02
H 4.664 -2.471 -0.148 0.17 -0.01 0.06
H 3.393 -1.604 -1.018 0.01 0.14 -0.12
H 3.393 -3.377 -0.965 -0.07 -0.15 -0.07
H 4.827 -3.196 2.533 0.03 -0.20 -0.10
H 3.920 -2.271 3.735 -0.03 0.01 0.14
H 4.784 -1.434 2.439 0.04 0.14 -0.03
C 3.198 -2.119 -4.616 0.24 0.09 -0.22
N 2.104 -2.095 -3.664 -0.22 0.69 0.17
C 1.453 -3.367 -3.434 -0.14 -0.30 0.21
C 1.640 -0.938 -3.141 -0.05 -0.21 0.21
N 0.890 -0.842 -2.073 0.31 -0.80 -0.39
N 1.999 0.207 -3.823 0.26 -0.21 -0.20
C 1.623 1.476 -3.499 -0.36 0.50 0.00
N 1.985 2.439 -4.386 -0.26 -0.45 0.18
N 0.878 1.724 -2.460 -0.18 0.41 -0.13
H 2.871 -1.873 -5.632 0.01 -0.03 -0.02
H 3.613 -3.125 -4.636 0.00 0.06 0.02
H 3.997 -1.446 -4.304 0.05 -0.01 -0.02
H 1.343 -3.875 -4.392 -0.07 0.00 -0.01
H 0.464 -3.221 -3.008 -0.03 -0.03 0.02
H 2.033 -4.013 -2.775 0.03 0.04 0.05
H 0.767 -1.758 -1.645 -0.03 0.11 -0.01
H 2.549 0.091 -4.663 -0.17 0.01 0.13
H 2.707 2.253 -5.063 0.04 -0.01 0.03
H 1.923 3.403 -4.098 0.03 -0.03 0.10
H 0.747 2.727 -2.359 0.06 -0.05 -0.01
```
Forces are in eV/Å.

Its spin multiplicity is 3. For the highest occupied orbital energy (alpha / beta), the calculation gives -11.7 / -11.9 eV. For the LUMO energy (alpha / beta), the calculation gives -5.664 / -5.619 eV. The value obtained for the energy relative to the best compared isomer or geometry (same formula, charge and spin) is 51.21 kcal per mole. The calculation puts the HOMO-LUMO gap (alpha / beta) at 6.1 / 6.3 eV. As for the charge: +2.

Atom charges from the Löwdin analysis, given in e for atoms 1 to 5: number 1, Mo, carries 1.541; number 2, C, carries 0.041; number 3, C, carries -0.525; number 4, C, carries 0.031; number 5, O, carries -0.022